# C2HFO

An isolated molecule of C2HFO in a non-equilibrium geometry (ωB97M-V with the def2-TZVPD basis set, OMol25).

Calculated values
energy above the lowest of the compared OMol25 structures with the same formula, charge and spin: 18.9 kJ/mol
Kohn-Sham gap: 9.660 eV
SMILES: O=C=CF

Cartesian coordinates (Å):
O (-1.762, 0.752, -0.014)
C (-0.659, 0.399, -0.042)
C (0.541, -0.069, 0.023)
F (0.347, -1.403, -0.008)
H (1.533, 0.322, 0.040)


# C2HFO2Sr

C2HFO2Sr as an isolated structure in a non-equilibrium geometry (ωB97M-V with the def2-TZVPD basis set, OMol25).

Calculated values
energy above the lowest of the compared OMol25 structures with the same formula, charge and spin: 0.0 kJ/mol
<S²>: 0.76
Kohn-Sham gap (alpha / beta): 6.485 / 7.520 eV
spin multiplicity: 2
total charge: +1

Cartesian coordinates (Å):
H (0.208, -2.464, 0.142)
C (-1.420, -1.169, -0.100)
C (-0.581, -0.040, -0.151)
O (0.658, -0.125, -0.046)
O (-2.448, -1.668, 0.142)
F (-1.192, 1.122, -0.020)
Sr (2.353, -1.768, 0.210)


# C2HFO2Tl

C2HFO2Tl as an isolated structure in a non-equilibrium geometry (ωB97M-V with the def2-TZVPD basis set, OMol25).

Calculated values
energy above the lowest of the compared OMol25 structures with the same formula, charge and spin: 626.5 kJ/mol
Kohn-Sham gap (alpha / beta): 6.316 / 8.137 eV
total charge: +1

Cartesian coordinates (Å):
C (0.462, 0.526, -0.321)
C (-0.873, 0.667, -0.206)
O (-1.739, 1.517, -0.054)
O (0.972, -0.852, -0.153)
H (0.175, -1.426, 0.250)
Tl (2.361, 0.548, 0.193)
F (-1.358, -0.980, 0.292)


# C2HFOYb

C2HFOYb as an isolated structure in a non-equilibrium geometry (ωB97M-V with the def2-TZVPD basis set, OMol25).

Calculated values
energy above the lowest of the compared OMol25 structures with the same formula, charge and spin: 0.0 kJ/mol
<S²>: 2.01
Kohn-Sham gap (alpha / beta): 5.666 / 9.353 eV
spin multiplicity: 3
total charge: +2

Cartesian coordinates (Å):
H (-1.643, 0.944, -0.617)
C (-0.551, 0.675, -0.527)
C (0.057, 0.938, -1.831)
O (-0.063, -0.103, 0.279)
F (0.793, 1.983, -1.880)
Yb (0.630, -2.404, 0.659)


# C2HI2N3

A 2-piece molecular cluster, C2HI2N3 overall in a non-equilibrium geometry (ωB97M-V with the def2-TZVPD basis set, OMol25).

Calculated values
energy above the lowest of the compared OMol25 structures with the same formula, charge and spin: 353.2 kJ/mol
Kohn-Sham gap (alpha / beta): 7.791 / 7.121 eV

Cartesian coordinates (Å):
C (-0.028, 1.928, -0.165)
C (-1.155, -0.131, 0.152)
N (0.688, 2.831, -0.031)
N (-0.934, 0.991, -0.265)
N (0.941, -1.528, 0.645)
I (-2.677, -1.418, -0.092)
I (2.665, -0.871, -0.066)
H (0.501, -1.802, -0.178)


# C2HIN2O2

An isolated molecule of C2HIN2O2 in a non-equilibrium geometry (ωB97M-V with the def2-TZVPD basis set, OMol25).

Calculated values
energy above the lowest of the compared OMol25 structures with the same formula, charge and spin: 235.1 kJ/mol
Kohn-Sham gap (alpha / beta): 9.203 / 9.204 eV
SMILES: [O-][n+]1oncc1I

Cartesian coordinates (Å):
O (-1.105, -1.960, -0.035)
N (-0.453, -0.943, -0.121)
O (0.308, -0.846, -1.287)
N (0.979, 0.298, -1.280)
C (0.681, 0.937, -0.224)
C (-0.206, 0.175, 0.557)
I (-1.245, 0.472, 2.366)
H (1.040, 1.868, 0.025)


# C2HIN2OS

An isolated molecule of C2HIN2OS in a non-equilibrium geometry (ωB97M-V with the def2-TZVPD basis set, OMol25).

Calculated values
energy above the lowest of the compared OMol25 structures with the same formula, charge and spin: 447.2 kJ/mol
Kohn-Sham gap: 7.670 eV

Cartesian coordinates (Å):
C (0.306, -0.006, -0.175)
C (-0.365, -0.696, 0.911)
N (0.730, 2.983, -0.081)
N (-0.979, -0.655, -0.358)
O (-0.656, -1.039, 2.041)
S (-0.129, 1.961, -0.695)
I (2.081, -1.120, -0.749)
H (-0.987, -1.428, -0.894)


# C2HIO2

A 2-piece molecular cluster, C2HIO2 overall in a non-equilibrium geometry (ωB97M-V with the def2-TZVPD basis set, OMol25).

Calculated values
energy above the lowest of the compared OMol25 structures with the same formula, charge and spin: 257.4 kJ/mol
Kohn-Sham gap (alpha / beta): 7.685 / 7.451 eV

Cartesian coordinates (Å):
C (-1.121, -0.591, 0.001)
C (0.787, 0.982, -0.021)
O (-0.460, -1.532, -0.106)
O (0.780, 2.154, -0.129)
I (2.286, -0.468, -0.081)
H (-2.271, -0.545, 0.336)


# C2HLiO2Tl

C2HLiO2Tl as an isolated structure in a non-equilibrium geometry (ωB97M-V with the def2-TZVPD basis set, OMol25).

Calculated values
energy above the lowest of the compared OMol25 structures with the same formula, charge and spin: 439.6 kJ/mol
Kohn-Sham gap (alpha / beta): 7.314 / 6.868 eV
total charge: +1

Cartesian coordinates (Å):
O (1.837, 0.744, -0.462)
C (1.249, -0.332, -0.580)
C (0.022, -0.833, -0.520)
H (-0.663, -0.725, -1.364)
Li (0.618, 1.981, 0.577)
Tl (-0.091, -0.608, 1.881)
O (-0.952, 0.818, 0.883)


# C2HMnO3

C2HMnO3 as an isolated structure in a non-equilibrium geometry (ωB97M-V with the def2-TZVPD basis set, OMol25).

Calculated values
energy above the lowest of the compared OMol25 structures with the same formula, charge and spin: 248.9 kJ/mol
<S²>: 8.76
Kohn-Sham gap (alpha / beta): 5.894 / 5.858 eV
spin multiplicity: 6
total charge: +1

Cartesian coordinates (Å):
O (0.577, -1.061, 2.018)
H (0.874, -0.254, 2.461)
O (-0.496, 1.492, -0.957)
O (-0.775, 0.059, -1.308)
C (0.127, -0.816, 0.823)
C (-0.334, -0.692, -0.292)
Mn (0.026, 1.271, -2.745)


# C2HN3O2

A 2-piece molecular cluster, C2HN3O2 overall in a non-equilibrium geometry (ωB97M-V with the def2-TZVPD basis set, OMol25).

Calculated values
energy above the lowest of the compared OMol25 structures with the same formula, charge and spin: 587.5 kJ/mol
Kohn-Sham gap: 9.809 eV
SMILES: n1c2[nH]n1-2.O=C=O

Cartesian coordinates (Å):
N (0.727, -1.612, 0.004)
C (0.663, -0.692, -1.037)
N (-0.673, -0.931, -1.298)
N (-0.477, -1.104, 0.043)
H (-1.263, -0.209, -1.643)
O (1.021, 1.286, 2.173)
C (0.329, 1.482, 1.313)
O (-0.326, 1.780, 0.445)


# C2HN3O2

An isolated molecule of C2HN3O2 in a non-equilibrium geometry (ωB97M-V with the def2-TZVPD basis set, OMol25).

Calculated values
energy above the lowest of the compared OMol25 structures with the same formula, charge and spin: 383.2 kJ/mol
Kohn-Sham gap: 10.201 eV
SMILES: O=Cc1nnno1

Cartesian coordinates (Å):
O (2.045, 0.119, 1.079)
C (1.477, -0.034, 0.037)
C (0.011, -0.055, -0.113)
N (-0.805, -0.089, -1.173)
N (-2.068, 0.023, -0.551)
N (-1.920, 0.080, 0.729)
O (-0.646, -0.019, 1.041)
H (1.907, -0.024, -1.047)